(1)
Formula: C9H24I2O3Zn
Source: the OMol25 dataset
Level of theory: wB97M-V/def2-TZVPD

Properties
- calculated total energy (a.u.) = -2957.86138
- orbital gap (eV) = 8.405
- ΔE to the lowest compared entry with this formula, charge and spin (eV) = 0.000
- net charge = 0

Last column: natural (NBO) charge in e.
Element x y z (Å)
Zn -8.291 1.917 10.547  1.46
I -10.699 2.683 9.644  -0.76
I -7.308 2.358 12.946  -0.76
C -6.251 1.025 7.058  -0.64
C -7.325 0.595 8.028  0.08
C -7.728 -0.871 7.927  -0.63
O -6.912 0.885 9.399  -0.81
H -5.331 0.462 7.231  0.20
H -6.105 2.097 7.162  0.23
H -6.597 0.859 6.037  0.23
H -8.231 1.175 7.830  0.21
H -8.571 -1.103 8.573  0.23
H -6.885 -1.512 8.203  0.20
H -8.048 -1.083 6.905  0.22
H -6.044 0.480 9.512  0.50
C -5.495 4.620 8.430  -0.65
C -6.197 4.310 9.744  0.09
C -6.444 5.608 10.535  -0.63
O -7.478 3.683 9.535  -0.79
H -6.139 4.882 7.591  0.21
H -4.908 3.752 8.101  0.21
H -4.727 5.386 8.546  0.22
H -5.609 3.628 10.352  0.20
H -5.519 6.153 10.713  0.21
H -6.910 5.388 11.497  0.24
H -7.170 6.205 9.977  0.20
H -7.989 4.265 8.954  0.50
C -10.214 -2.172 11.240  -0.64
C -10.165 -0.694 11.564  0.09
C -10.283 -0.395 13.044  -0.64
O -8.966 -0.101 11.014  -0.79
H -10.241 -2.382 10.169  0.22
H -11.098 -2.685 11.621  0.23
H -9.336 -2.640 11.704  0.20
H -10.980 -0.191 11.036  0.21
H -9.449 -0.781 13.639  0.21
H -11.229 -0.804 13.403  0.21
H -10.252 0.678 13.234  0.24
H -8.243 -0.732 11.147  0.49

***

(2)
Formula: C7H12FN2O2
Source: the OMol25 dataset
Level of theory: wB97M-V/def2-TZVPD

Properties
- 2S+1 = 3
- calculated total energy (a.u.) = -633.29163
- orbital gap (spin up / spin down) (eV) = 7.124 / 6.112
- net charge = +1

Last column: natural (NBO) charge in e.
Element x y z (Å)
C 1.100 0.903 -0.593  0.37
C 0.770 -1.419 -0.484  0.45
C -0.042 1.055 -1.473  0.29
C -1.391 -0.110 -0.531  0.29
C 1.531 -2.646 -0.359  -0.64
C 2.531 1.662 0.999  -0.25
C -3.077 1.209 0.265  -0.26
N 1.468 -0.306 -0.281  -0.49
N -0.590 -1.348 -0.470  -0.60
O 1.653 1.990 -0.105  -0.44
O -1.856 0.489 0.614  -0.36
F 0.148 0.371 -2.673  -0.29
H -0.360 2.171 -1.523  0.25
H -2.100 -0.147 -1.375  0.22
H 2.443 -2.483 0.080  0.26
H 1.723 -3.071 -1.259  0.25
H 0.912 -3.470 0.278  0.23
H 1.976 1.476 1.852  0.19
H 3.197 2.518 0.972  0.22
H 2.937 0.761 0.867  0.21
H -3.340 1.590 1.254  0.24
H -3.676 0.402 0.029  0.21
H -2.783 2.020 -0.461  0.22
H -1.128 -2.226 -0.511  0.44

***

(3)
Formula: C6H5N
Source: the OMol25 dataset
Level of theory: wB97M-V/def2-TZVPD

Properties
- calculated total energy (a.u.) = -286.21429
- orbital gap (eV) = 8.971
- ΔE to the lowest compared entry with this formula, charge and spin (eV) = 3.507
- net charge = 0

Last column: natural (NBO) charge in e.
Element x y z (Å)
C -1.431 -0.202 -0.104  -0.28
C -0.661 -0.957 -0.996  0.01
C 1.357 1.145 -0.131  -0.29
C 0.305 1.287 0.608  0.08
C -0.801 0.591 0.857  -0.31
C 1.337 -0.310 0.066  0.12
N 0.624 -1.119 -0.599  -0.40
H -2.425 -0.562 -0.112  0.22
H -1.011 -1.690 -1.591  0.19
H 1.904 1.874 -0.542  0.23
H -1.285 0.816 1.880  0.23
H 2.085 -0.873 0.665  0.20

***

Copy entry 1 word for word.
Formula: C9H24I2O3Zn
Source: the OMol25 dataset
Level of theory: wB97M-V/def2-TZVPD

Properties
- calculated total energy (a.u.) = -2957.86138
- orbital gap (eV) = 8.405
- ΔE to the lowest compared entry with this formula, charge and spin (eV) = 0.000
- net charge = 0

Last column: natural (NBO) charge in e.
Element x y z (Å)
Zn -8.291 1.917 10.547  1.46
I -10.699 2.683 9.644  -0.76
I -7.308 2.358 12.946  -0.76
C -6.251 1.025 7.058  -0.64
C -7.325 0.595 8.028  0.08
C -7.728 -0.871 7.927  -0.63
O -6.912 0.885 9.399  -0.81
H -5.331 0.462 7.231  0.20
H -6.105 2.097 7.162  0.23
H -6.597 0.859 6.037  0.23
H -8.231 1.175 7.830  0.21
H -8.571 -1.103 8.573  0.23
H -6.885 -1.512 8.203  0.20
H -8.048 -1.083 6.905  0.22
H -6.044 0.480 9.512  0.50
C -5.495 4.620 8.430  -0.65
C -6.197 4.310 9.744  0.09
C -6.444 5.608 10.535  -0.63
O -7.478 3.683 9.535  -0.79
H -6.139 4.882 7.591  0.21
H -4.908 3.752 8.101  0.21
H -4.727 5.386 8.546  0.22
H -5.609 3.628 10.352  0.20
H -5.519 6.153 10.713  0.21
H -6.910 5.388 11.497  0.24
H -7.170 6.205 9.977  0.20
H -7.989 4.265 8.954  0.50
C -10.214 -2.172 11.240  -0.64
C -10.165 -0.694 11.564  0.09
C -10.283 -0.395 13.044  -0.64
O -8.966 -0.101 11.014  -0.79
H -10.241 -2.382 10.169  0.22
H -11.098 -2.685 11.621  0.23
H -9.336 -2.640 11.704  0.20
H -10.980 -0.191 11.036  0.21
H -9.449 -0.781 13.639  0.21
H -11.229 -0.804 13.403  0.21
H -10.252 0.678 13.234  0.24
H -8.243 -0.732 11.147  0.49